Record 1
16
Properties=species:S:1:pos:R:3:forces:R:3 method="wB97M-V/def2-TZVPD" largest_force_ev_per_a=8.126 e_tot_ev=-11911.665 orbital_gap_ev=7.9 de_lowest_ev=1.629 homo_energy_ev=-4.2 total_charge=-1
C 0.440 -3.107 -0.473 -0.0435 2.1006 -0.8894
C 1.225 -2.231 0.526 -1.6142 0.7655 -0.6183
O 2.101 -2.742 1.174 1.1570 -0.2959 1.0881
N 0.864 -0.902 0.578 -2.5030 0.8622 -1.5209
H -0.549 -3.409 -0.168 -0.0420 -0.6082 0.9179
H 1.072 -3.903 -0.857 -0.2096 -0.0408 0.1265
H 1.123 -0.284 1.375 -0.0551 -1.0875 -1.1054
H 0.023 -0.456 -0.090 2.7119 -1.0295 2.3179
H 0.117 -2.413 -1.267 0.5517 -0.3698 -0.3254
C -0.275 2.991 0.278 1.8221 1.7471 -1.2289
C -1.264 2.196 -0.612 -0.1966 4.2485 2.8044
O -2.338 2.656 -0.986 -0.7104 0.5957 -1.0005
O -0.830 1.099 -0.534 0.8959 -7.8941 -1.7077
H 0.622 2.339 0.539 -1.2523 0.9795 -0.2339
H -0.768 3.361 1.142 -0.4602 0.2768 0.9870
H 0.097 3.888 -0.269 -0.0519 -0.2501 0.3885

Record 2
8
Properties=species:S:1:pos:R:3:forces:R:3 method="wB97M-V/def2-TZVPD" largest_force_ev_per_a=3.977 e_tot_ev=-16490.800 orbital_gap_ev="7.0 / 8.1" de_lowest_ev=4.398 homo_energy_ev="-7.9 / -8.5" total_charge=0
C -0.108 0.698 -0.021 3.4600 0.8042 -0.0842
C -0.961 -0.255 0.683 2.8526 -0.4632 -0.2984
N -0.604 -0.318 -0.740 0.4465 -1.6186 -1.4386
O 2.287 0.725 -1.156 0.5111 0.0610 0.2736
S 1.758 1.180 0.161 -3.6992 -0.8850 -1.1617
H -0.342 -0.787 1.365 0.2900 -1.0276 0.4880
H -1.897 -0.115 1.046 -2.9728 0.6750 0.2565
H -0.134 -1.127 -1.336 -0.8881 2.4542 1.9648

Record 3
57
Properties=species:S:1:pos:R:3:forces:R:3 method="wB97M-V/def2-TZVPD" largest_force_ev_per_a=2.606 e_tot_ev=-49532.543 orbital_gap_ev=6.4 de_lowest_ev=0.751 homo_energy_ev=-11.2 total_charge=+1
F 4.535 -4.230 0.680 -0.9985 1.2084 0.7521
C 3.654 -3.377 1.314 -0.2814 -0.2366 -1.5489
C 3.542 -3.457 2.686 0.6254 0.0577 0.6353
C 2.655 -2.607 3.321 -0.7328 0.1823 0.8021
F 2.603 -2.590 4.695 0.1070 -0.1475 -1.4801
C 1.779 -1.778 2.619 0.8416 -0.1090 0.2635
C 1.927 -1.696 1.235 -0.4052 -0.5799 -0.2122
C 1.099 -0.631 0.569 1.7086 -0.4736 0.5514
C 1.842 0.023 -0.555 -0.4149 0.4500 -0.6332
C 2.119 1.354 -0.437 -0.6126 -0.9551 1.0351
C 2.273 2.322 -1.502 1.3294 0.7106 -1.1145
C 1.836 3.658 -1.299 -0.1408 -0.9181 0.0554
C 1.676 4.468 -2.413 -0.2736 0.4864 -0.2554
F 1.078 5.690 -2.266 0.5847 -0.8796 0.0368
C 2.070 4.096 -3.695 0.2902 -0.2991 0.5362
C 2.675 2.842 -3.803 0.6638 -0.1932 -0.6153
F 3.222 2.490 -5.007 -0.5999 0.2970 0.8539
C 2.805 1.939 -2.754 -0.8841 0.4074 0.2584
C 2.863 -2.502 0.538 0.2018 -0.0193 0.8785
H 4.226 -4.079 3.265 -0.3108 0.0824 -0.1983
H 1.118 -1.084 3.134 0.0714 -0.3161 0.0418
H 0.841 0.170 1.259 -0.1648 -0.6029 0.1074
H 2.186 -0.535 -1.453 -0.8918 0.4483 0.4718
H 2.100 1.756 0.586 -0.7001 0.1290 -0.4261
H 1.573 4.000 -0.296 -0.1180 -0.0474 -0.4014
H 1.978 4.784 -4.534 0.0055 -0.2975 0.1837
H 3.239 0.944 -2.885 -0.1373 0.4957 -0.1810
H 3.041 -2.374 -0.534 -0.0973 -0.3033 0.4755
C -3.101 -3.402 2.153 -0.1374 -0.4446 0.0269
C -2.031 -2.910 1.243 0.4992 2.2387 1.0648
C -1.196 -3.508 0.357 0.3951 -1.7463 -1.5635
C -0.590 -2.508 -0.409 1.2019 0.5339 0.2154
C -0.762 -1.254 0.249 -1.2523 1.2168 -1.0966
B -1.275 0.450 -0.113 1.4157 -0.8597 0.5178
N -2.751 1.070 -0.180 -1.5648 -0.3152 0.6230
C -3.716 0.256 -0.969 -0.4731 -0.5395 -0.3640
C -3.204 1.327 1.241 -0.1701 -0.2044 -0.4620
C -1.877 1.418 1.993 1.3196 -0.2594 -1.8801
O -1.666 1.627 3.128 -0.2861 0.2186 0.8094
O -0.837 1.209 1.065 -1.2846 0.0955 0.8929
C -2.468 2.331 -0.969 -0.4316 -0.1225 0.0285
C -1.368 1.891 -1.890 1.8776 -0.1798 -1.7985
O -1.000 2.409 -2.911 -0.8199 -0.2389 1.1233
O -0.746 0.773 -1.396 -0.7372 0.9395 -0.0718
O -1.752 -1.582 1.249 0.2307 -0.2300 1.0229
H -3.516 -4.326 1.748 0.0110 0.0631 -0.0361
H -2.742 -3.655 3.160 0.2518 0.2386 -0.2884
H -3.923 -2.694 2.287 0.2786 0.0970 -0.1880
H -1.085 -4.601 0.251 -0.2064 0.8730 -0.2173
H 0.107 -2.634 -1.251 -0.5088 -0.0876 0.4901
H -4.465 0.919 -1.422 0.1365 -0.3156 0.1452
H -3.172 -0.279 -1.766 -0.2227 0.3458 0.2797
H -4.240 -0.493 -0.348 0.4837 0.4474 -0.1324
H -3.828 2.227 1.303 0.4377 -0.0201 0.0361
H -3.846 0.505 1.618 0.6705 0.2595 -0.2930
H -3.383 2.632 -1.479 0.2178 -0.0101 -0.1885
H -2.120 3.207 -0.409 0.0023 -0.5709 0.4313

Record 4
38
Properties=species:S:1:pos:R:3:forces:R:3 method="wB97M-V/def2-TZVPD" largest_force_ev_per_a=11.834 e_tot_ev=-33745.158 orbital_gap_ev=8.0 de_lowest_ev=13.676 smiles=CCCOc1ccc(OCCSc2ncccn2)cc1 homo_energy_ev=-7.7 total_charge=0
C 2.263 0.553 -4.885 0.4393 -0.7490 2.6716
C 0.712 0.429 -4.371 0.8561 0.8912 -4.1952
C 0.639 0.498 -2.816 -3.0971 0.8304 -7.3350
O 1.160 -0.593 -2.365 0.8907 -2.4003 -2.5936
C 1.044 -0.717 -1.114 3.2883 -1.1871 6.2353
C 1.853 -1.736 -0.592 -0.3369 -1.9613 -2.0777
C 1.971 -1.813 0.739 3.9760 -9.0436 2.1105
C 1.393 -1.188 1.698 -3.6930 7.4047 0.2813
O 1.371 -1.367 2.988 3.4831 -3.7512 2.1015
C 0.908 -0.634 4.064 -7.1776 -1.5560 -7.7187
C -0.726 -1.095 3.922 3.7308 10.5206 -3.9305
S -1.725 0.535 4.244 2.5496 -2.3244 5.1570
C -2.409 0.630 2.827 -1.7508 6.5331 -7.4001
N -3.053 1.902 2.611 -2.3499 -3.0060 -1.0348
C -3.706 1.998 1.354 1.2062 5.1595 4.2122
C -3.267 1.328 0.276 -1.5902 -2.9350 -0.6267
C -2.564 0.121 0.594 -0.5967 -0.7407 -4.5897
N -2.010 -0.012 1.721 -0.1336 -3.3525 2.9227
C 0.831 -0.027 1.159 -0.0408 -0.3711 0.2604
C 0.695 0.285 -0.144 3.1028 -11.3486 0.8384
H 2.477 0.264 -5.892 -0.6659 0.6453 -1.1298
H 2.725 -0.451 -4.447 -0.0817 2.6121 0.1096
H 2.824 1.661 -4.641 -1.5543 -3.5104 -0.3502
H 0.257 -0.495 -4.877 0.7835 0.8405 1.2738
H 0.184 1.252 -5.035 0.5482 -1.0472 2.1783
H 1.109 1.363 -2.709 2.5442 3.8035 1.8697
H -0.382 0.638 -2.665 -2.0422 0.0606 1.2005
H 2.327 -2.646 -1.157 -1.0413 2.3448 0.5416
H 2.406 -2.814 1.277 -0.1293 1.8867 -1.9326
H 1.057 0.349 3.949 -0.0220 4.0823 -1.0826
H 1.327 -0.777 4.903 3.0922 -2.7190 6.0605
H -0.834 -1.633 4.643 -2.1522 -6.8918 7.7016
H -1.042 -1.212 2.936 0.1226 -1.2596 -1.4604
H -4.429 3.065 1.281 2.1370 -3.4879 0.0826
H -3.914 1.450 -0.569 0.3846 -0.1718 -0.9757
H -2.435 -0.882 -0.208 -0.1262 3.4063 1.9943
H 0.497 0.690 1.786 -1.0262 2.3494 2.2506
H 0.464 1.079 -0.485 -3.5276 10.4436 -3.6209